Computed, not measured: an isolated ion of composition C5H12N3O2 and charge +1 in a non-equilibrium geometry, with ωB97M-V/def2-TZVPD.

Calculated values
Kohn-Sham gap	0.30455	Eh
total charge	+1
ΔE to the lowest compared entry with this formula, charge and spin	621.2	kJ/mol
F_max	4.99	eV/Å
structure (SMILES)	[H]/N=[N+](\ON)C(CO)=C(C)C
LUMO energy	-5.46	eV
highest occupied orbital energy	-13.74	eV

Last columns: bonded neighbours and bond lengths (Å).
Atoms and positions in Å:
1 C -0.114 -1.155 0.375  C2 1.383, C3 1.504, C4 1.499
2 C 0.022 -0.118 -0.529  C1 1.383, C5 1.527, N8 1.397
3 C -0.252 -0.837 1.838  C1 1.504, H11 1.140, H12 1.168, H13 1.074
4 C -0.134 -2.619 0.050  C1 1.499, H14 1.066, H15 1.099, H16 1.070
5 C -0.227 -0.390 -2.011  C2 1.527, O9 1.364, H17 1.182, H18 1.125
6 N -0.346 2.136 -0.872  N8 1.204, H19 0.952
7 N 1.127 2.928 1.261  O10 1.306, H20 1.019, H21 1.044
8 N 0.221 1.245 -0.295  C2 1.397, N6 1.204, O10 1.664
9 O -1.516 -0.668 -2.357  C5 1.364, H22 1.013
10 O 1.235 1.663 0.956  N7 1.306, N8 1.664
11 H 0.755 -0.870 2.370  C3 1.140
12 H -0.912 -1.731 2.198  C3 1.168
13 H -0.501 0.193 2.016  C3 1.074
14 H -0.846 -2.712 -0.738  C4 1.066
15 H -0.420 -3.208 0.933  C4 1.099
16 H 0.870 -2.963 -0.086  C4 1.070
17 H 0.313 0.429 -2.671  C5 1.182
18 H 0.383 -1.274 -2.345  C5 1.125
19 H -0.158 3.058 -0.725  N6 0.952
20 H 0.549 3.224 2.046  N7 1.019
21 H 1.975 3.457 0.957  N7 1.044
22 H -2.023 0.209 -2.371  O9 1.013

Results of the natural (NBO) charge analysis, in e, for atoms 1 through 4: 0.278, -0.060, -0.686, -0.683

=====

Computed, not measured: an isolated ion of composition C5H12N3OS2 and charge +1 in a non-equilibrium geometry, with ωB97M-V/def2-TZVPD.

Calculated values
Kohn-Sham gap	0.31351	Eh
total charge	+1
ΔE to the lowest compared entry with this formula, charge and spin	19.6	kJ/mol
F_max	4.64	eV/Å
structure (SMILES)	CN/[NH+]=C(/NC)SSC(C)=O
LUMO energy	-3.96	eV
highest occupied orbital energy	-12.49	eV

Last columns: bonded neighbours and bond lengths (Å).
Atoms and positions in Å:
1 C -2.670 -0.183 0.000  C3 1.456, O9 1.219, S11 1.878
2 C 0.695 1.002 0.361  N6 1.302, N7 1.345, S10 1.785
3 C -4.031 -0.372 -0.481  C1 1.456, H12 1.077, H13 1.113, H14 1.056
4 C 2.544 2.139 -0.816  N6 1.477, H15 1.013, H16 1.132, H17 1.090
5 C 1.546 -2.533 0.601  N8 1.421, H18 1.099, H19 1.176, H20 1.076
6 N 1.282 2.089 -0.050  C2 1.302, C4 1.477, H21 0.995
7 N 1.142 -0.253 0.178  C2 1.345, N8 1.359, H22 1.029
8 N 0.819 -1.352 0.909  C5 1.421, N7 1.359, H23 1.034
9 O -1.702 -0.866 -0.288  C1 1.219
10 S -0.547 1.133 1.637  C2 1.785, S11 2.065
11 S -2.264 1.559 0.571  C1 1.878, S10 2.065
12 H -4.106 -1.446 -0.443  C3 1.077
13 H -4.802 0.208 0.076  C3 1.113
14 H -4.145 -0.014 -1.468  C3 1.056
15 H 2.560 2.978 -1.383  C4 1.013
16 H 3.435 2.048 -0.123  C4 1.132
17 H 2.500 1.221 -1.401  C4 1.090
18 H 1.196 -2.700 -0.427  C5 1.099
19 H 2.682 -2.268 0.753  C5 1.176
20 H 1.339 -3.296 1.331  C5 1.076
21 H 0.951 2.978 0.250  N6 0.995
22 H 1.727 -0.362 -0.662  N7 1.029
23 H -0.150 -1.711 0.874  N8 1.034

Results of the natural (NBO) charge analysis, in e, for atoms 1 through 4: 0.506, 0.373, -0.749, -0.400

=====

Computed, not measured: an isolated ion of composition C5H12N3S2 and charge +1 in a non-equilibrium geometry, with ωB97M-V/def2-TZVPD.

Calculated values
Kohn-Sham gap	0.30577	Eh
total charge	+1
ΔE to the lowest compared entry with this formula, charge and spin	274.4	kJ/mol
F_max	3.96	eV/Å
LUMO energy	-4.03	eV
highest occupied orbital energy	-12.35	eV

Last columns: bonded neighbours and bond lengths (Å).
Atoms and positions in Å:
1 C 0.409 1.467 -0.317  N7 1.199, N8 1.262
2 C -3.835 -0.402 1.040  C4 1.493, H11 1.050, H12 1.063, H13 1.129
3 C 3.253 -1.766 -0.639  S10 1.832, H14 1.122, H15 1.062, H16 1.058
4 C -2.358 -0.186 1.059  C2 1.493, C5 1.708, H17 1.090, H18 1.086
5 C -1.725 0.615 -0.310  C4 1.708, N8 1.404, H19 1.083, H20 1.082
6 N 2.601 0.816 -1.112  N7 1.319, S10 1.913, H21 0.995
7 N 1.464 1.446 -0.886  C1 1.199, N6 1.319
8 N -0.785 1.586 0.073  C1 1.262, C5 1.404, H22 1.009
9 S 5.436 0.178 0.161  S10 1.882
10 S 3.587 -0.171 0.197  C3 1.832, N6 1.913, S9 1.882
11 H -4.311 0.415 0.583  C2 1.050
12 H -4.004 -1.236 0.403  C2 1.063
13 H -4.246 -0.636 2.065  C2 1.129
14 H 2.181 -2.058 -0.483  C3 1.122
15 H 4.130 -2.278 -0.330  C3 1.062
16 H 3.484 -1.641 -1.664  C3 1.058
17 H -1.828 -1.128 1.207  C4 1.090
18 H -1.997 0.521 1.800  C4 1.086
19 H -1.170 -0.090 -0.916  C5 1.083
20 H -2.350 1.229 -0.945  C5 1.082
21 H 3.043 1.221 -1.906  N6 0.995
22 H -0.979 2.100 0.920  N8 1.009

Results of the natural (NBO) charge analysis, in e, for atoms 1 through 4: 0.601, -0.621, -0.769, -0.354

=====

What did the third record say?
Computed, not measured: an isolated ion of composition C5H12N3S2 and charge +1 in a non-equilibrium geometry, with ωB97M-V/def2-TZVPD.

Calculated values
Kohn-Sham gap	0.30577	Eh
total charge	+1
ΔE to the lowest compared entry with this formula, charge and spin	274.4	kJ/mol
F_max	3.96	eV/Å
LUMO energy	-4.03	eV
highest occupied orbital energy	-12.35	eV

Last columns: bonded neighbours and bond lengths (Å).
Atoms and positions in Å:
1 C 0.409 1.467 -0.317  N7 1.199, N8 1.262
2 C -3.835 -0.402 1.040  C4 1.493, H11 1.050, H12 1.063, H13 1.129
3 C 3.253 -1.766 -0.639  S10 1.832, H14 1.122, H15 1.062, H16 1.058
4 C -2.358 -0.186 1.059  C2 1.493, C5 1.708, H17 1.090, H18 1.086
5 C -1.725 0.615 -0.310  C4 1.708, N8 1.404, H19 1.083, H20 1.082
6 N 2.601 0.816 -1.112  N7 1.319, S10 1.913, H21 0.995
7 N 1.464 1.446 -0.886  C1 1.199, N6 1.319
8 N -0.785 1.586 0.073  C1 1.262, C5 1.404, H22 1.009
9 S 5.436 0.178 0.161  S10 1.882
10 S 3.587 -0.171 0.197  C3 1.832, N6 1.913, S9 1.882
11 H -4.311 0.415 0.583  C2 1.050
12 H -4.004 -1.236 0.403  C2 1.063
13 H -4.246 -0.636 2.065  C2 1.129
14 H 2.181 -2.058 -0.483  C3 1.122
15 H 4.130 -2.278 -0.330  C3 1.062
16 H 3.484 -1.641 -1.664  C3 1.058
17 H -1.828 -1.128 1.207  C4 1.090
18 H -1.997 0.521 1.800  C4 1.086
19 H -1.170 -0.090 -0.916  C5 1.083
20 H -2.350 1.229 -0.945  C5 1.082
21 H 3.043 1.221 -1.906  N6 0.995
22 H -0.979 2.100 0.920  N8 1.009

Results of the natural (NBO) charge analysis, in e, for atoms 1 through 4: 0.601, -0.621, -0.769, -0.354

=====

The highest highest occupied orbital energy belongs to which entry? C5H12N3S2

=====

Please write out number 3 again, unchanged.
Computed, not measured: an isolated ion of composition C5H12N3S2 and charge +1 in a non-equilibrium geometry, with ωB97M-V/def2-TZVPD.

Calculated values
Kohn-Sham gap	0.30577	Eh
total charge	+1
ΔE to the lowest compared entry with this formula, charge and spin	274.4	kJ/mol
F_max	3.96	eV/Å
LUMO energy	-4.03	eV
highest occupied orbital energy	-12.35	eV

Last columns: bonded neighbours and bond lengths (Å).
Atoms and positions in Å:
1 C 0.409 1.467 -0.317  N7 1.199, N8 1.262
2 C -3.835 -0.402 1.040  C4 1.493, H11 1.050, H12 1.063, H13 1.129
3 C 3.253 -1.766 -0.639  S10 1.832, H14 1.122, H15 1.062, H16 1.058
4 C -2.358 -0.186 1.059  C2 1.493, C5 1.708, H17 1.090, H18 1.086
5 C -1.725 0.615 -0.310  C4 1.708, N8 1.404, H19 1.083, H20 1.082
6 N 2.601 0.816 -1.112  N7 1.319, S10 1.913, H21 0.995
7 N 1.464 1.446 -0.886  C1 1.199, N6 1.319
8 N -0.785 1.586 0.073  C1 1.262, C5 1.404, H22 1.009
9 S 5.436 0.178 0.161  S10 1.882
10 S 3.587 -0.171 0.197  C3 1.832, N6 1.913, S9 1.882
11 H -4.311 0.415 0.583  C2 1.050
12 H -4.004 -1.236 0.403  C2 1.063
13 H -4.246 -0.636 2.065  C2 1.129
14 H 2.181 -2.058 -0.483  C3 1.122
15 H 4.130 -2.278 -0.330  C3 1.062
16 H 3.484 -1.641 -1.664  C3 1.058
17 H -1.828 -1.128 1.207  C4 1.090
18 H -1.997 0.521 1.800  C4 1.086
19 H -1.170 -0.090 -0.916  C5 1.083
20 H -2.350 1.229 -0.945  C5 1.082
21 H 3.043 1.221 -1.906  N6 0.995
22 H -0.979 2.100 0.920  N8 1.009

Results of the natural (NBO) charge analysis, in e, for atoms 1 through 4: 0.601, -0.621, -0.769, -0.354

=====

Which of these has the lowest Kohn-Sham gap? C5H12N3O2